(1)
Entry from OMol25: 2 unconnected molecules or ions with the total composition C6H20N3Si in a non-equilibrium geometry (wB97M-V/def2-TZVPD).

Element x y z (Å)
C1 -4.592 -0.162 0.165
C2 0.933 -1.373 1.432
C3 3.771 -0.181 0.741
C4 1.970 -1.347 -1.602
C5 -3.221 0.501 0.223
C6 1.156 1.195 -0.224
N1 -0.095 1.373 -0.476
N2 1.991 2.385 -0.155
N3 -2.176 -0.251 -0.491
Si1 2.013 -0.531 0.115
H1 -4.556 -1.160 0.602
H2 -5.316 0.431 0.718
H3 -4.935 -0.247 -0.866
H4 -0.080 -0.980 1.460
H5 0.867 -2.443 1.250
H6 1.357 -1.248 2.427
H7 4.415 0.241 -0.027
H8 3.779 0.485 1.599
H9 4.237 -1.110 1.060
H10 2.152 -0.632 -2.401
H11 2.735 -2.114 -1.677
H12 1.012 -1.826 -1.796
H13 -2.903 0.606 1.264
H14 -3.271 1.497 -0.223
H15 -0.850 0.598 -0.482
H16 -0.438 2.316 -0.629
H17 1.618 3.278 -0.425
H18 2.980 2.263 -0.055
H19 -2.473 -0.391 -1.454
H20 -2.083 -1.175 -0.074

* energy: -694.0163 Ha
* highest occupied orbital energy (spin up / spin down): -9.642 / -13.745 eV
* energy relative to the best compared isomer or geometry (same formula, charge and spin): 0.0 kcal/mol
* total charge: +1
* 2S+1: 3
* Kohn-Sham gap (spin up / spin down): 6.97 / 6.18 eV
* <S²>: 2.008

=====

(2)
Entry from OMol25: a molecular structure, C23H37GeNO5P2SeTi in a non-equilibrium geometry (wB97M-V/def2-TZVPD).

Element x y z (Å)
Ti1 0.005 0.004 -0.535
O1 -3.168 -1.238 2.166
C1 -2.136 -0.847 1.576
O2 -1.964 -0.659 0.311
C2 -0.912 -0.471 2.436
C3 -0.721 -0.570 3.865
C4 0.539 -0.279 4.324
C5 1.543 0.191 3.493
C6 1.304 0.397 2.095
N1 0.100 0.025 1.676
C7 2.305 0.925 1.081
O3 3.400 1.211 1.483
O4 1.845 0.865 -0.143
H1 -1.507 -0.900 4.506
H2 0.728 -0.446 5.371
H3 2.563 0.436 3.844
C8 -2.473 2.861 0.319
P1 -0.780 2.386 -0.330
C9 0.207 3.581 0.625
C10 -0.731 3.245 -2.070
C11 -0.472 4.631 -2.275
C12 -0.267 5.086 -3.573
C13 -0.307 4.215 -4.647
C14 -0.648 2.880 -4.461
C15 -0.830 2.375 -3.189
P2 -0.800 0.547 -2.927
C16 -0.055 -0.196 -4.432
C17 -2.575 0.128 -3.060
H4 -2.675 3.943 0.292
H5 -2.529 2.609 1.391
H6 -3.275 2.317 -0.238
H7 -0.276 4.562 0.635
H8 1.248 3.657 0.187
H9 0.250 3.246 1.691
H10 -0.552 5.392 -1.478
H11 -0.129 6.192 -3.705
H12 -0.081 4.570 -5.684
H13 -0.642 2.193 -5.305
H14 -0.560 0.079 -5.315
H15 -0.151 -1.318 -4.331
H16 1.019 -0.002 -4.525
H17 -3.103 0.685 -3.848
H18 -3.004 0.295 -2.063
H19 -2.683 -0.952 -3.369
C18 3.421 3.796 4.221
O5 3.247 4.128 2.837
H20 4.323 4.262 4.541
H21 3.429 2.648 4.392
H22 2.489 4.136 4.795
H23 3.382 3.302 2.303
C19 -0.117 -6.680 -0.228
Ge1 -0.655 -4.955 0.501
C20 -2.079 -4.044 -0.565
C21 -1.337 -5.024 2.331
C22 0.971 -3.831 0.465
Se1 1.198 -2.534 -0.976
C23 3.071 -2.020 -0.796
H24 -0.982 -7.330 -0.298
H25 0.684 -7.048 0.418
H26 0.213 -6.466 -1.197
H27 -3.022 -4.618 -0.472
H28 -1.832 -3.935 -1.596
H29 -2.155 -3.043 -0.144
H30 -2.283 -5.592 2.420
H31 -1.596 -4.054 2.718
H32 -0.648 -5.419 3.067
H33 1.835 -4.521 0.358
H34 1.187 -3.235 1.351
H35 3.639 -2.650 -1.488
H36 3.452 -2.157 0.190
H37 3.122 -0.965 -1.011

* energy: -7340.1732 Ha
* highest occupied orbital energy (spin up / spin down): -6.612 / -8.967 eV
* energy relative to the best compared isomer or geometry (same formula, charge and spin): 0.0 kcal/mol
* total charge: 0
* 2S+1: 3
* Kohn-Sham gap (spin up / spin down): 6.80 / 9.17 eV
* <S²>: 2.006

=====

(3)
Entry from OMol25: a molecular structure, C4H3BeF3NO6S2 in a non-equilibrium geometry (wB97M-V/def2-TZVPD).

Element x y z (Å)
N1 -1.884 0.976 -0.004
S1 -2.041 -0.606 0.380
O1 -3.295 -0.919 1.052
O2 -1.110 -1.584 -0.190
S2 -1.024 1.543 -1.228
O3 0.221 0.707 -1.059
O4 -2.095 2.537 -1.495
C1 -0.094 2.305 -2.727
F1 0.291 1.364 -3.573
F2 -0.742 3.179 -3.481
F3 0.962 2.958 -2.264
Be1 0.370 -0.655 -0.254
C2 0.378 -1.899 2.677
O5 0.183 -1.272 1.415
C3 1.635 -0.822 0.349
C4 2.900 -0.840 0.573
O6 4.077 -0.771 0.830
H1 -0.296 -1.425 3.400
H2 0.155 -2.969 2.565
H3 1.410 -1.808 3.034

* energy: -1770.8516 Ha
* highest occupied orbital energy (spin up / spin down): -3.242 / -4.074 eV
* energy relative to the best compared isomer or geometry (same formula, charge and spin): 163.6 kcal/mol
* total charge: -1
* 2S+1: 1
* Kohn-Sham gap (spin up / spin down): 4.93 / 6.08 eV

=====

(4)
Entry from OMol25: 2 unconnected molecules or ions with the total composition C8H17NO in a non-equilibrium geometry (wB97M-V/def2-TZVPD).

Element x y z (Å)
C1 -0.666 0.863 -1.638
C2 0.082 0.258 -0.450
C3 1.072 1.241 0.145
C4 -0.369 -1.111 0.029
C5 -0.984 -0.216 0.996
C6 -0.419 -0.181 2.404
C7 -2.416 0.225 0.914
H1 -0.012 1.507 -2.224
H2 -1.488 1.500 -1.307
H3 -1.042 0.089 -2.304
H4 0.531 2.100 0.553
H5 1.752 1.653 -0.602
H6 1.662 0.794 0.942
H7 -1.016 -1.604 -0.687
H8 0.425 -1.773 0.370
H9 -1.170 -0.529 3.115
H10 0.459 -0.815 2.507
H11 -0.145 0.835 2.696
H12 -2.953 0.172 1.864
H13 -3.001 -0.375 0.218
H14 -2.530 1.266 0.607
N1 2.574 -1.129 -0.926
C8 1.538 -0.808 -1.775
O1 0.826 -1.671 -2.274
H15 3.047 -0.412 -0.404
H16 2.507 -2.028 -0.474
H17 1.736 0.145 -2.297

* energy: -444.9276 Ha
* highest occupied orbital energy: -7.860 eV
* energy relative to the best compared isomer or geometry (same formula, charge and spin): 75.5 kcal/mol
* SMILES: CC1(C)CC1(C)C.NC=O
* total charge: 0
* 2S+1: 1
* Kohn-Sham gap: 8.58 eV